# 1
Molecular formula: C8H6CoO6
Method: DFT, ωB97M-V/def2-TZVPD

HOMO (spin up / spin down): -23.79 / -24.72 eV
total charge: +3
electronic energy: -2141.22906 hartree
molecular weight: 257.06 g mol⁻¹
spin multiplicity: 5

XYZ file:
```
21
Properties=species:S:1:pos:R:3:forces:R:3
H -0.1373 -0.4251 2.9774 -0.064 -0.058 -0.137
H 0.9676 2.7137 2.3007 0.012 -0.101 0.046
C -0.4875 -1.4505 -3.0438 0.319 -4.672 -11.944
C 0.7646 0.1123 2.6594 0.225 -0.570 1.088
C 0.4870 0.8602 1.4089 -0.592 -0.760 -1.370
C 1.0833 0.1437 -1.7279 6.898 4.317 -2.138
C 0.5841 -2.2913 -0.7442 3.679 -5.471 2.091
O 1.3012 -3.1316 -0.4422 -2.674 3.110 -1.122
H 1.5641 -0.6218 2.4948 -0.051 -0.029 -0.157
Co -0.4425 -0.8355 -1.4402 -3.227 0.013 5.256
C -2.8292 -2.2711 -0.7312 -2.900 -1.808 0.666
C 0.6480 2.3366 1.3306 0.146 1.108 0.099
O -0.4145 -1.8000 -4.1487 -0.439 1.717 5.423
H -0.3067 2.8044 1.0541 -0.032 -0.142 -0.090
O 0.1068 0.2178 0.4093 0.364 1.305 2.906
O 2.0337 0.7638 -1.8659 -3.152 -2.061 0.478
O -3.7822 -2.8628 -0.5006 3.340 2.074 -0.800
H 1.0667 0.8091 3.4342 0.038 0.206 0.028
O -2.0765 1.6334 -2.1716 2.027 -3.544 1.270
C -1.5277 0.6896 -1.8246 -3.849 5.532 -1.531
H 1.3970 2.6052 0.5714 -0.068 -0.166 -0.060
```
Positions in Å, forces in eV/Å.

# 2
Molecular formula: C52H53F5N5O
Method: DFT, ωB97M-V/def2-TZVPD

HOMO: -9.18 eV
total charge: +1
electronic energy: -2861.31486 hartree
molecular weight: 859.02 g mol⁻¹
spin multiplicity: 1

XYZ file:
```
116
Properties=species:S:1:pos:R:3:forces:R:3
C -1.8460 5.2444 2.2752 0.551 0.462 0.497
N -1.8952 5.7050 3.5535 -0.439 -0.325 -1.058
H 1.4162 -4.4773 4.5937 0.122 0.146 -0.007
C -1.6932 3.0057 -3.5773 -0.283 0.146 0.207
H 3.8629 -1.5966 -0.6352 0.047 0.208 -0.054
C -0.2474 0.6865 0.5145 -1.144 2.820 0.771
C -2.8227 -1.9521 -0.0336 0.933 0.064 -0.397
H -2.6593 3.1189 -4.0734 0.254 -0.046 0.099
C 0.7040 3.0252 -3.6509 0.150 0.295 -0.051
H 1.6428 3.1352 -4.1894 -0.209 0.073 -0.028
N -2.5641 6.1259 1.5381 -0.104 -0.159 0.186
H -1.9218 -6.1856 2.1895 0.043 -0.086 -0.099
H 3.3738 -1.3351 5.0324 0.121 0.037 -0.158
H 2.2773 0.3643 -0.4330 0.207 0.140 -0.175
C -2.0113 -1.8628 -2.3403 0.110 0.114 0.587
C -0.4480 -6.2988 -1.5102 0.211 0.038 -0.308
C -3.2901 -2.1710 -2.7911 -0.184 -0.029 0.079
H -2.2272 3.5628 0.1325 0.343 -0.278 0.127
H 4.9848 0.4012 4.3141 -0.046 0.057 0.007
H 0.5131 -5.5595 2.6294 0.015 -0.003 -0.009
H 1.3187 -1.5135 -4.9364 -0.018 -0.113 -0.058
H 2.7299 -3.4155 5.1430 -0.142 -0.104 -0.136
C -1.6615 2.7550 -2.2023 0.442 -0.143 -0.343
C 4.1586 -0.5592 -0.8392 0.230 -0.228 0.116
H 3.4273 -2.0885 -3.4978 0.031 -0.063 -0.028
C 4.2337 0.0447 3.6211 0.034 -0.251 -0.072
C 4.2020 0.5288 2.3210 -0.344 0.052 0.086
C 2.9155 -3.0010 -3.1861 0.439 -0.058 0.124
C -1.2316 5.1714 4.7267 0.348 -0.368 0.873
H -5.3289 -2.6133 -2.2322 0.183 0.024 0.048
H 1.3165 -3.2319 -5.3456 -0.046 0.090 0.041
C 0.2725 -0.6569 0.1863 -0.073 0.616 1.570
H -4.9069 -2.3901 0.2195 0.187 0.016 -0.276
H -0.1852 -7.1900 -3.4796 0.033 0.550 0.400
H -3.4705 -2.2616 -3.8639 -0.025 0.045 0.345
C 0.9403 -2.4939 -4.6324 -0.054 0.226 -0.172
C -1.6453 6.5825 -2.0365 0.593 -0.066 -0.263
C -3.9043 6.1219 -0.4724 -0.720 -0.438 0.004
H -0.4221 4.5002 4.4154 -0.319 0.226 -0.017
C -4.3309 -2.3732 -1.8747 0.351 0.143 0.042
C 2.3681 -1.4340 3.1528 -0.570 -0.362 -0.278
H 3.2627 -3.2637 -2.1838 0.002 0.030 -0.061
C -1.2791 3.3376 0.6327 -1.452 0.822 1.170
H 0.1965 1.1025 1.4234 -0.408 -0.990 0.513
H 1.4365 -4.7425 1.3502 -0.026 -0.298 0.155
H 4.9018 1.2926 2.0005 -0.001 -0.169 0.063
C 0.7532 2.8186 -2.2760 -0.015 -0.170 0.055
H -0.8264 6.0139 5.3096 -0.082 -0.286 -0.345
C -0.9851 4.1080 1.7811 2.657 -2.603 -0.633
C -2.6557 6.2109 0.1221 -0.214 -0.006 0.102
H 4.8071 1.9814 -0.0160 0.024 0.091 -0.075
C -0.4178 2.6106 -1.5524 -0.553 0.118 0.619
H -0.1344 -1.0979 4.2135 0.060 -0.046 0.051
C 0.7034 -5.5292 1.5549 0.611 -0.072 0.268
C 2.1383 -3.7191 4.2712 0.214 -0.049 -0.179
H -1.3014 -7.3189 0.9827 -0.033 0.130 0.059
H -0.5455 3.2940 -5.3829 -0.039 0.116 0.047
H 0.8652 -2.8744 2.7672 -0.061 -0.118 0.330
N 1.3111 -1.3070 0.8766 -0.796 -2.143 -1.728
H -1.1787 -1.6807 -3.0305 -0.493 -0.137 0.230
C 0.5221 -5.1384 -3.3825 -0.159 -0.306 0.290
O 0.1083 3.8709 2.4323 -1.633 1.058 -0.066
C -0.3199 2.4075 -0.0385 2.576 0.615 -1.004
F -0.3435 6.6362 -0.0359 -1.023 -0.195 -0.722
C -2.9035 6.4502 -2.6295 0.107 -0.021 -0.684
H 1.1433 -6.4908 1.2649 -0.088 0.118 0.008
H 3.2134 -3.8073 -3.8618 -0.048 0.029 0.027
C 2.2983 -0.8785 1.8540 0.607 0.494 0.585
H -0.1509 -2.4714 -4.7081 0.132 -0.044 -0.021
C -0.5725 -5.2660 0.7951 -0.532 0.155 -0.683
C 0.6986 -3.9927 -2.5960 0.181 0.410 -0.103
H -2.6084 2.7177 -1.6520 0.449 -0.216 -0.208
H -3.7666 7.8698 2.0239 0.050 -0.158 -0.193
C -1.7613 -1.7732 -0.9572 -1.472 -0.003 -1.081
H -0.3164 -2.6931 4.9509 0.019 -0.028 0.018
C -4.0445 6.2423 -1.8510 -0.412 0.007 -0.443
H -0.8968 -7.2101 -1.1011 0.242 0.487 -0.072
C -0.0562 -6.2942 -2.8516 0.051 0.296 0.063
H 5.2101 -0.4499 -0.5409 -0.168 -0.065 -0.116
H -0.9578 -4.2836 1.0752 -0.059 0.132 0.204
H 0.9230 -1.5820 5.5468 -0.059 -0.043 -0.113
H -1.9583 4.6514 5.3706 0.221 0.079 -0.349
C -0.5180 3.1474 -4.3110 0.241 -0.531 0.338
C -3.1398 7.0660 2.3729 -0.259 0.529 -0.082
H 0.7232 2.7386 0.2820 -1.308 -0.338 -0.437
C -4.0988 -2.2507 -0.4999 0.088 0.069 -0.100
F -5.2566 6.1428 -2.4433 1.053 0.027 0.565
H 4.0804 -0.3825 -1.9198 0.032 0.018 0.254
H 1.1584 -1.9510 -2.5832 0.153 0.361 -0.038
C 3.3037 0.4364 -0.0605 -0.646 0.101 0.386
C 3.7594 1.8590 -0.2935 0.078 0.315 0.052
F -4.9870 5.8507 0.2983 0.785 0.297 -0.636
H 3.6567 2.1190 -1.3484 0.126 -0.027 0.031
N 1.3940 -2.5986 0.4783 -0.566 1.119 -1.648
C 0.4131 -1.9414 4.6458 -0.240 0.287 0.133
N 0.4044 -2.7728 -0.4353 0.943 0.701 2.015
C -1.6503 -6.2928 1.1350 -0.140 0.083 0.069
C -0.2604 -5.1743 -0.6945 -0.222 0.026 0.263
H 3.1643 2.5662 0.2922 0.079 -0.023 -0.041
C -2.7349 6.8052 3.6221 0.402 -0.283 0.153
C -1.5378 6.4740 -0.6547 0.933 0.174 0.271
C 1.4065 -2.5275 3.6562 0.207 0.428 -0.594
H -1.3392 0.6871 0.5326 0.115 -0.825 0.613
F -0.5422 6.7866 -2.7915 -1.107 -0.160 0.663
H -2.5579 -6.1405 0.5416 0.132 -0.034 0.044
C 3.3507 -0.9505 4.0170 -0.262 0.225 -0.216
C 3.2396 0.0727 1.4269 0.056 -0.360 -0.755
H -2.9454 7.3094 4.5576 0.082 -0.159 -0.262
H 2.8143 -4.1810 3.5423 -0.070 0.053 0.163
H 1.7028 2.8690 -1.7258 -0.429 -0.232 -0.409
C -0.3972 -1.6463 -0.4814 1.129 -0.884 -0.332
H -2.5936 -1.8755 1.0360 -0.243 -0.043 -0.386
F -3.0015 6.5040 -3.9732 -0.015 0.022 1.145
C 1.4169 -2.7954 -3.2185 -0.776 -0.337 0.376
C 0.2710 -3.9901 -1.2497 0.115 -1.147 -0.305
H 0.8449 -5.1327 -4.4297 -0.106 0.060 0.511
```
Positions in Å, forces in eV/Å.

# 3
Molecular formula: C5H7N2
Method: DFT, ωB97M-V/def2-TZVPD

HOMO (spin up / spin down): -15.01 / -14.69 eV
total charge: +1
electronic energy: -303.76094 hartree
molecular weight: 95.12 g mol⁻¹
ΔE to the lowest compared entry with this formula, charge and spin: 677.42 kJ/mol
spin multiplicity: 1

XYZ file:
```
14
Properties=species:S:1:pos:R:3:forces:R:3
C -0.8946 -0.7334 -1.5339 -0.262 2.320 1.944
C 1.1444 -1.5106 -0.1614 -0.755 -1.270 -0.769
H 2.0456 -1.2165 -0.7532 -0.498 -0.133 0.808
H -1.8102 1.8294 -0.0032 -0.081 0.843 0.876
N 0.8268 0.8912 1.1838 0.417 -0.296 0.703
H -1.5607 0.1904 -1.6920 0.752 -2.162 -0.450
N 0.0338 0.6095 0.2097 -0.540 -0.965 -0.461
H 0.0515 2.6500 2.5187 -0.429 -1.434 -1.350
C -0.1163 1.9013 1.6748 0.400 1.920 0.568
C 0.0131 -0.5965 -0.5302 1.079 1.640 0.440
C -0.9343 1.7069 0.6292 -0.377 -1.132 -1.041
H -0.9072 -1.7341 -1.8986 -0.696 -0.197 -1.105
H 1.2947 -1.4539 0.9591 0.133 -0.577 -1.468
H 0.8134 -2.5336 -0.6029 0.858 1.441 1.305
```
Positions in Å, forces in eV/Å.

# 4
Molecular formula: C15H31F2N2O7P2S3
Method: DFT, ωB97M-V/def2-TZVPD

HOMO: -11.13 eV
total charge: +1
electronic energy: -3303.05608 hartree
molecular weight: 547.57 g mol⁻¹
spin multiplicity: 1

XYZ file:
```
62
Properties=species:S:1:pos:R:3:forces:R:3
H 0.9828 -2.7439 0.0957 0.622 0.941 -0.018
C 0.6099 0.4754 -3.4718 -1.053 -0.440 0.194
H 1.8809 -3.6645 -1.6070 -0.621 0.786 -0.469
H -0.2126 -0.2390 1.3184 0.475 -0.859 0.382
H 2.3079 -1.6462 0.7619 -0.830 -0.110 -0.524
H -1.5362 0.0542 -5.1311 -0.600 0.732 0.312
H 1.0868 -2.9982 -3.6518 -0.131 0.506 0.610
H -4.4868 -0.1626 -4.0971 0.814 -0.341 -0.731
C -1.8770 0.8927 7.0034 0.160 0.160 0.669
O 2.7959 0.4403 5.7134 -0.612 -0.318 -1.929
H -0.6206 -1.9883 1.5454 0.719 0.733 -0.082
N -0.2518 -0.6779 -1.3202 0.010 -0.431 -0.137
O 3.7444 1.5024 3.5827 -2.231 -1.646 1.270
H -1.6457 2.7805 -2.3087 0.077 -0.344 0.619
H 0.3220 -1.6946 3.7128 0.593 0.186 -0.913
H -4.1454 0.3589 -5.7649 0.670 -0.481 0.764
S 3.0832 -0.1723 -4.6412 0.406 0.271 0.056
H 0.5121 0.3049 -4.5804 -0.061 0.263 1.130
C 1.3948 0.1662 3.3013 -0.889 -0.599 0.274
C 0.9912 -1.3148 2.9008 -0.509 0.700 0.312
P 0.4020 2.3327 -3.1870 1.392 1.782 -0.544
C -2.3357 0.4194 -4.4460 -0.887 -0.760 0.132
H -2.3741 2.8250 6.1545 0.026 -0.077 -0.220
H -3.5927 -1.2744 -5.2855 -0.122 0.723 0.624
H -3.7374 1.6894 6.2184 0.061 -0.047 -0.042
C 2.1187 0.1237 -3.0959 -0.193 0.721 0.386
H 1.8812 -1.9838 2.8302 -0.637 0.640 0.074
H 2.5769 1.0285 -2.6068 -0.505 -0.915 -0.433
H -2.5024 1.5226 -4.5004 0.725 -0.931 0.042
H -0.8659 1.2652 7.1869 -0.035 -0.042 -0.051
O 3.8981 -0.9087 3.8298 -2.730 1.486 0.761
S 3.0532 0.2845 4.0770 4.660 0.768 -1.125
P 2.1454 -2.7921 -2.7205 2.407 -1.374 -0.078
C -3.7141 -0.2333 -4.9097 -0.168 0.708 -0.170
C 1.1726 -0.7198 -0.8811 2.052 -0.881 1.550
F 1.4761 0.5685 -0.4086 -0.553 -0.826 -0.569
O -1.7925 -0.3319 6.2748 -0.056 0.088 -0.529
C -1.9372 -0.0337 4.9633 -0.114 -0.199 0.041
N -0.7227 2.6368 -1.8679 -0.674 -0.020 -1.677
F -2.7114 -1.2268 -2.7287 0.830 0.465 0.398
H 1.3448 0.8170 2.3866 0.856 -0.386 1.062
C -1.9604 -0.0366 -2.9822 -0.738 -0.238 -0.709
H 0.6395 0.5855 4.0162 0.804 -0.361 -0.513
H -0.3690 -1.4697 -3.2700 -0.210 0.903 0.615
O -1.7497 -0.8073 4.0725 -0.019 0.207 0.026
C 0.2297 -1.2549 1.5099 0.494 -0.778 0.262
H -0.6468 -1.6075 -1.1054 -0.102 0.470 0.068
O -2.3210 1.2543 4.7877 0.216 -0.406 -0.026
H -0.7625 0.0088 -0.7387 0.293 -0.024 -0.315
H 3.6737 1.0530 -4.8758 -0.700 -0.584 0.574
C -0.4641 -0.4572 -2.7844 -0.475 0.232 -1.812
H -2.3290 0.6931 -2.2101 0.576 -0.624 -0.666
S 3.8670 -3.3921 -3.4568 -0.858 0.451 0.238
H -0.4963 3.5691 -1.5034 0.246 -0.518 0.066
C -2.6579 1.7768 6.0733 -0.357 0.590 0.226
H 3.5996 0.8172 6.1120 0.023 -0.027 -0.315
H -2.3774 0.7432 7.9588 0.046 -0.207 -0.106
H 3.2294 -0.9430 -1.5397 -0.958 -0.498 -0.429
O -0.3382 2.9053 -4.6311 0.046 -1.094 1.659
C 1.2633 -1.6913 0.3647 -0.929 0.818 0.063
H -0.9638 3.6140 -4.4235 0.168 0.020 -0.170
C 2.2154 -1.0427 -2.0190 -0.910 1.037 -0.159
```
Positions in Å, forces in eV/Å.

# 5
Molecular formula: C21H22BrN3RuS2
Method: DFT, ωB97M-V/def2-TZVPD

HOMO (spin up / spin down): -10.86 / -10.60 eV
total charge: +1
electronic energy: -4442.79906 hartree
molecular weight: 561.54 g mol⁻¹
ΔE to the lowest compared entry with this formula, charge and spin: 12.79 kJ/mol
spin multiplicity: 2

XYZ file:
```
50
Properties=species:S:1:pos:R:3:forces:R:3
H -1.7024 -2.9437 1.8055 0.023 -0.044 -0.058
H -2.0154 -0.0500 -2.4459 -0.023 -0.020 0.000
C 3.7124 -1.6269 3.6570 0.006 0.001 0.037
H -2.0083 -0.0184 -4.9212 -0.004 0.000 0.010
H 0.0355 -2.6715 1.5878 0.029 0.060 0.003
S -2.0192 1.0982 0.0101 0.060 0.283 -0.587
C -3.1079 -0.2727 -0.1441 -0.084 0.038 0.180
C 1.2171 0.1202 -2.9153 -0.140 0.046 0.017
C -5.3266 -1.1556 -0.4746 -0.024 -0.033 -0.007
C -4.4768 -0.0742 -0.3466 0.052 0.007 0.039
H -0.9832 -1.3085 3.4675 0.020 0.062 0.009
C -0.6425 -2.7857 -0.8389 -0.129 -0.227 0.197
C -0.9491 -2.2053 1.5254 -0.074 -0.081 0.198
H 0.6743 -0.5391 4.6706 0.008 -0.028 0.010
C -1.0751 0.0195 -4.3778 -0.027 0.005 0.005
H -1.0866 -3.7641 -0.6530 0.016 0.011 0.013
C 1.2945 0.1480 -4.2958 -0.017 0.005 0.041
Ru -0.0124 -0.0578 -0.1809 -0.070 -0.460 1.669
H 2.7724 -1.4284 5.5810 0.003 -0.003 -0.003
H 2.1130 0.1675 -2.3139 0.022 -0.002 -0.006
C 2.3813 -0.9509 1.7761 -0.009 -0.124 0.001
C 1.3391 -0.6396 2.6234 -0.001 -0.035 0.135
H -5.4954 -3.3009 -0.4878 -0.003 0.004 0.000
H -6.3835 -0.9892 -0.6341 0.002 -0.004 0.000
N -1.1741 -1.7730 0.1198 0.159 0.254 -0.717
N 0.0413 0.0404 -2.2712 -0.061 -0.097 -0.314
H 4.6392 -2.0134 4.0589 -0.004 0.000 0.002
Br 2.9769 0.2583 -5.1129 0.048 0.003 -0.020
H -0.8840 -2.4754 -1.8507 -0.009 0.002 -0.012
H 0.4339 -2.8533 -0.7145 0.016 0.020 0.003
H -3.0950 -3.6690 -0.1329 -0.033 -0.004 -0.010
C -1.0324 -0.9958 2.4233 -0.053 -0.124 0.163
S 2.1770 -0.6791 0.0644 0.219 0.292 -0.559
C 3.5769 -1.4510 2.2942 -0.049 0.008 -0.011
H -4.8561 0.9378 -0.4046 -0.007 -0.006 0.018
C 1.4794 -0.8076 3.9978 -0.008 0.017 -0.059
C -3.4777 -2.6591 -0.2000 0.065 0.057 0.027
N 0.0923 -0.1054 2.0588 -0.006 0.321 -0.470
H 0.5560 1.9532 1.9397 0.044 -0.013 0.020
C 0.1343 0.0934 -5.0471 0.001 -0.003 -0.047
C -1.0897 -0.0034 -2.9984 0.145 0.006 0.000
H 4.3862 -1.6954 1.6191 0.003 0.009 0.004
H -1.1103 1.6033 2.4316 0.002 0.011 -0.054
C 2.6638 -1.3019 4.5127 0.025 -0.012 0.000
H 0.2252 1.3842 3.5818 -0.032 -0.006 -0.001
C -0.0757 1.2976 2.5385 -0.045 -0.067 0.256
H 0.1782 0.1092 -6.1275 -0.001 0.009 0.003
C -2.6222 -1.5667 -0.0930 -0.029 -0.155 -0.075
C -4.8308 -2.4534 -0.3946 -0.032 0.026 -0.001
H -1.9679 -0.4581 2.2739 0.009 -0.007 -0.050
```
Positions in Å, forces in eV/Å.